Entry 1:
Formula: C4H6O2
Source: OMol25
Level of theory: ωB97M-V with the def2-TZVPD basis set

Geometry (Å):
H 0.357 0.015 1.386
H -2.142 -0.630 -0.316
C -1.651 -0.175 0.548
H 0.111 -1.461 0.490
H -2.071 -0.605 1.461
O 2.744 -0.078 0.056
C 0.481 0.236 -0.720
H 2.336 1.162 -1.509
H -1.890 0.893 0.533
C -0.143 -0.391 0.499
O -0.129 0.570 -1.712
C 1.997 0.464 -0.717

Cartesian forces (eV/Å) of the 2 atoms listed first:
-0.03 -0.06 -0.11
0.07 0.05 0.12

Summary:
LUMO energy, eV: -0.4
E_HOMO, eV: -9.852
HOMO-LUMO gap, Ha: 0.34667
Total charge: 0
Structure (SMILES): CCC(=O)C=O
Energy relative to the best compared isomer or geometry (same formula, charge and spin), kcal per mole: 21.7

=====

Entry 2:
Formula: C4H6O2
Source: OMol25
Level of theory: ωB97M-V with the def2-TZVPD basis set

Geometry (Å):
H 0.724 1.398 -1.115
O -1.132 0.871 -0.165
O -1.555 -1.305 -0.104
C 0.196 1.322 -0.060
H 2.927 0.017 0.100
H 1.813 -1.732 0.226
H 0.828 -0.135 1.684
C 2.026 -0.622 -0.264
C -0.808 -0.325 0.133
H -0.157 2.453 0.524
H 2.002 -0.597 -1.347
C 0.813 -0.030 0.539

Cartesian forces (eV/Å) of the 2 atoms listed first:
-1.34 0.60 2.00
-0.69 1.28 -0.73

Summary:
LUMO energy, eV: 0.8
E_HOMO, eV: -10.071
HOMO-LUMO gap, Ha: 0.39808
Total charge: 0
Energy relative to the best compared isomer or geometry (same formula, charge and spin), kcal per mole: 84.7

=====

Entry 3:
Formula: C4H6O2
Source: OMol25
Level of theory: ωB97M-V with the def2-TZVPD basis set

Geometry (Å):
H -0.168 2.178 0.402
H -1.360 -0.603 1.479
C 1.587 -0.179 0.514
C -1.006 -0.375 0.479
C 0.364 0.133 0.208
O -1.673 0.813 0.061
H 0.755 -1.382 -1.261
C -0.371 1.319 -0.231
H 0.697 -2.216 -0.978
O 2.722 -0.086 0.779
H -0.164 1.553 -1.271
H -1.384 -1.155 -0.180

Cartesian forces (eV/Å) of the 2 atoms listed first:
0.06 0.46 -0.15
0.62 -0.24 0.46

Summary:
LUMO energy, eV: 0.2
E_HOMO, eV: -8.686
HOMO-LUMO gap, Ha: 0.32640
Total charge: 0
Energy relative to the best compared isomer or geometry (same formula, charge and spin), kcal per mole: 112.8

=====

Entry 4:
Formula: C4H6O2
Source: OMol25
Level of theory: ωB97M-V with the def2-TZVPD basis set

Geometry (Å):
C 1.457 0.342 -1.492
C -0.948 -0.564 0.024
H 0.920 -0.881 1.124
H -1.196 -0.044 -0.912
O 1.178 -0.869 -0.999
H 0.316 1.825 -0.155
C 1.039 1.004 -0.161
O -1.606 0.005 1.130
C 0.543 -0.387 0.220
H -1.180 -1.630 -0.113
H -2.551 -0.163 1.034
H 1.955 1.319 0.352

Cartesian forces (eV/Å) of the 2 atoms listed first:
0.03 -0.13 0.46
0.18 -0.15 -0.24

Summary:
LUMO energy, eV: 0.7
E_HOMO, eV: -8.715
HOMO-LUMO gap, Ha: 0.34481
Total charge: 0
Energy relative to the best compared isomer or geometry (same formula, charge and spin), kcal per mole: 92.9

=====

Entry 5:
Formula: C4H6O2
Source: OMol25
Level of theory: ωB97M-V with the def2-TZVPD basis set

Geometry (Å):
H -0.382 1.140 -2.347
H -1.076 -1.751 0.271
O 1.953 -0.242 0.682
H 1.545 0.607 0.465
C -0.771 1.130 -1.335
H 0.688 -1.095 2.090
C 0.923 -1.136 1.012
H -1.892 2.172 -0.206
O -1.442 2.284 -1.055
H 1.300 -2.146 0.816
C -0.585 0.110 -0.531
C -0.347 -0.941 0.212

Cartesian forces (eV/Å) of the 2 atoms listed first:
-0.05 -0.10 0.07
0.09 0.11 -0.03

Summary:
LUMO energy, eV: 0.6
E_HOMO, eV: -9.161
HOMO-LUMO gap, Ha: 0.35952
Total charge: 0
Structure (SMILES): OC=C=CCO
Energy relative to the best compared isomer or geometry (same formula, charge and spin), kcal per mole: 57.8

=====

Entry 6:
Formula: C4H6O2
Source: OMol25
Level of theory: ωB97M-V with the def2-TZVPD basis set

Geometry (Å):
H -0.074 1.701 -1.184
H -2.070 1.587 0.284
C -1.437 0.680 0.191
H -0.061 -1.890 0.510
C 0.247 -1.274 -0.334
O 1.647 0.162 1.044
C -0.222 0.861 -0.498
O -1.800 -0.376 0.735
H 0.040 -1.656 -1.331
H 0.984 0.372 1.715
C 0.961 -0.030 -0.167
H 1.672 0.108 -0.990

Cartesian forces (eV/Å) of the 2 atoms listed first:
-0.07 -0.45 0.17
0.08 -0.19 0.01

Summary:
LUMO energy (alpha / beta), eV: -0.8 / -0.8
E_HOMO (alpha / beta), eV: -8.503 / -8.502
HOMO-LUMO gap (alpha / beta), Ha: 0.28272 / 0.28264
Total charge: 0
Energy relative to the best compared isomer or geometry (same formula, charge and spin), kcal per mole: 91.6